Here is C27H29BBr2Cl2N7O2Ti as an isolated structure from the OMol25 dataset. Energies are from ωB97M-V with the def2-TZVPD basis set.

Computed properties:
HOMO level (alpha / beta), eV: -2.46 / -2.49
Energy, eV: -231926.5214
Energy relative to the best compared isomer or geometry (same formula, charge and spin), kJ/mol: 13.6
Total charge: -1
E_LUMO (alpha / beta), Ha: 0.076 / 0.076

Geometry (Å):
1 Ti -0.792 0.234 -1.139
2 C -2.428 -1.374 1.661
3 C -1.165 -0.648 1.971
4 C -0.555 -0.488 3.223
5 C 0.608 0.214 2.978
6 C 1.669 0.649 3.935
7 N 0.663 0.460 1.658
8 N -0.426 -0.061 1.035
9 B 1.767 1.157 0.835
10 N 2.257 0.156 -0.238
11 N 1.403 -0.344 -1.169
12 C 2.091 -1.220 -1.900
13 C 1.480 -2.009 -3.009
14 C 3.413 -1.277 -1.443
15 C 3.475 -0.389 -0.387
16 C 4.635 -0.049 0.490
17 N 1.187 2.398 0.149
18 N 0.211 2.258 -0.784
19 C -0.107 3.480 -1.200
20 C -1.123 3.758 -2.255
21 C 0.677 4.425 -0.519
22 C 1.486 3.696 0.328
23 C 2.521 4.174 1.293
24 H -2.836 -1.803 2.577
25 H -2.235 -2.171 0.945
26 H -3.175 -0.708 1.230
27 H -0.912 -0.846 4.174
28 H 1.380 0.358 4.944
29 H 1.809 1.730 3.913
30 H 2.631 0.188 3.705
31 H 2.672 1.464 1.553
32 H 0.422 -2.190 -2.828
33 H 1.999 -2.964 -3.108
34 H 1.546 -1.464 -3.950
35 H 4.213 -1.892 -1.821
36 H 5.500 -0.634 0.182
37 H 4.421 -0.279 1.535
38 H 4.887 1.010 0.427
39 H -2.059 3.250 -2.039
40 H -0.774 3.396 -3.222
41 H -1.303 4.832 -2.311
42 H 0.652 5.496 -0.633
43 H 2.578 5.261 1.245
44 H 3.506 3.767 1.060
45 H 2.281 3.887 2.318
46 Cl -8.098 0.225 -1.318
47 C -6.378 0.505 -1.134
48 C -5.952 1.738 -0.643
49 C -4.589 1.946 -0.513
50 Cl -4.043 3.481 0.112
51 C -3.629 0.987 -0.849
52 O -2.345 1.256 -0.737
53 C -4.098 -0.285 -1.318
54 C -3.197 -1.323 -1.606
55 O -1.906 -1.228 -1.420
56 C -5.494 -0.486 -1.464
57 H -6.657 2.511 -0.375
58 H -3.581 -2.270 -1.977
59 H -5.854 -1.439 -1.830
60 Br 3.993 -3.406 1.964
61 C 2.411 -3.770 0.980
62 C 2.291 -4.933 0.243
63 C 1.113 -5.123 -0.465
64 C 0.130 -4.145 -0.403
65 N 0.259 -3.031 0.309
66 C 1.379 -2.846 0.995
67 H 3.089 -5.662 0.219
68 H 0.966 -6.011 -1.065
69 H -0.792 -4.247 -0.965
70 H 1.462 -1.925 1.562
71 Br -0.632 0.594 -3.709

Mulliken atomic charge list, values in e, 2 entries: -0.131 -1.236

---

Here is a 7-piece molecular cluster, C50H83BrF3IN2O13P overall at a distorted geometry from the OMol25 dataset. Energies are from ωB97M-V with the def2-TZVPD basis set.

Computed properties:
HOMO level, eV: -11.16
Energy, eV: -178372.8691
Total charge: +1
E_LUMO, Ha: -0.087

Geometry (Å):
1 C 7.479 -0.983 1.302
2 C 6.179 -1.521 0.701
3 C 6.141 -1.451 -0.834
4 C 4.870 -2.154 -1.330
5 C 3.681 -1.193 -1.232
6 C 2.513 -1.484 -2.192
7 C 1.983 -0.128 -2.727
8 C 0.584 -0.290 -3.339
9 C -0.513 0.723 -3.022
10 C -1.866 0.474 -3.767
11 P -1.759 -0.937 -5.018
12 O -3.180 -0.703 -5.791
13 Br -2.113 -2.807 -3.810
14 C -3.173 0.268 -2.902
15 I -4.552 1.843 -3.541
16 C -3.071 0.084 -1.335
17 C -3.704 1.221 -0.524
18 C -3.532 1.166 1.006
19 C -4.457 2.150 1.628
20 F -5.751 1.800 1.855
21 C -4.013 3.383 1.979
22 F -2.888 3.537 2.714
23 F -4.526 4.570 1.628
24 C -3.823 -1.226 -0.978
25 C -5.310 -1.235 -1.314
26 C -5.916 -2.626 -1.046
27 C -7.405 -2.532 -1.401
28 C -5.815 -2.963 0.452
29 C -1.584 -0.200 -1.046
30 C -1.164 -0.661 0.344
31 N -0.838 0.991 -1.577
32 C 0.234 1.568 -0.707
33 C 0.758 2.890 -1.289
34 C 2.155 3.010 -1.787
35 N -0.007 3.907 -1.322
36 H 7.390 0.060 1.588
37 H 8.297 -1.077 0.592
38 H 7.754 -1.553 2.186
39 H 6.025 -2.564 0.972
40 H 5.330 -0.946 1.064
41 H 6.138 -0.397 -1.107
42 H 7.034 -1.931 -1.229
43 H 4.673 -2.986 -0.657
44 H 5.003 -2.507 -2.350
45 H 3.275 -1.254 -0.222
46 H 4.029 -0.170 -1.364
47 H 2.925 -2.003 -3.054
48 H 1.718 -2.052 -1.714
49 H 2.092 0.573 -1.918
50 H 2.701 0.163 -3.489
51 H 0.718 -0.245 -4.416
52 H 0.225 -1.290 -3.105
53 H -0.178 1.682 -3.418
54 H -2.030 1.318 -4.429
55 H -3.669 0.028 -5.381
56 H -3.689 -0.616 -3.249
57 H -4.766 1.291 -0.728
58 H -3.282 2.180 -0.845
59 H -2.541 1.546 1.246
60 H -3.647 0.175 1.439
61 H -3.750 -1.392 0.091
62 H -3.355 -2.067 -1.485
63 H -5.509 -1.008 -2.362
64 H -5.884 -0.548 -0.694
65 H -5.426 -3.373 -1.667
66 H -7.580 -1.983 -2.324
67 H -7.871 -3.511 -1.464
68 H -7.912 -1.985 -0.607
69 H -4.920 -3.537 0.674
70 H -5.775 -2.044 1.037
71 H -6.701 -3.490 0.790
72 H -1.353 -1.066 -1.663
73 H -1.201 0.092 1.120
74 H -1.726 -1.524 0.674
75 H -0.124 -0.981 0.284
76 H -1.500 1.768 -1.615
77 H -0.263 1.877 0.210
78 H 0.991 0.861 -0.404
79 H 2.396 4.061 -1.882
80 H 2.888 2.446 -1.219
81 H 2.168 2.598 -2.798
82 H -0.929 3.712 -0.924
83 O -2.239 -1.231 4.661
84 C -3.083 -0.471 5.040
85 O -3.837 0.250 4.173
86 C -4.689 1.161 4.909
87 C -4.811 0.559 6.299
88 C -3.457 -0.127 6.466
89 H -4.209 2.143 4.923
90 H -5.644 1.243 4.399
91 H -5.032 1.295 7.068
92 H -5.605 -0.190 6.308
93 H -2.704 0.550 6.870
94 H -3.510 -1.025 7.074
95 O 3.093 -0.098 2.752
96 C 2.855 -1.247 2.993
97 O 3.052 -2.228 2.083
98 C 2.576 -3.490 2.604
99 C 2.579 -3.321 4.109
100 C 2.277 -1.832 4.269
101 H 1.575 -3.673 2.206
102 H 3.236 -4.287 2.276
103 H 1.873 -3.976 4.612
104 H 3.573 -3.537 4.503
105 H 1.204 -1.631 4.291
106 H 2.753 -1.393 5.141
107 O 2.644 -6.624 5.081
108 C 3.650 -6.972 4.540
109 O 4.143 -6.365 3.425
110 C 5.307 -7.076 2.956
111 C 5.829 -7.839 4.163
112 C 4.542 -8.134 4.929
113 H 4.999 -7.741 2.146
114 H 6.026 -6.358 2.569
115 H 6.402 -8.723 3.895
116 H 6.472 -7.191 4.761
117 H 4.068 -9.059 4.598
118 H 4.690 -8.157 6.004
119 O 4.524 0.772 -4.996
120 C 4.239 1.866 -5.386
121 O 2.978 2.356 -5.291
122 C 2.899 3.650 -5.934
123 C 4.328 4.171 -5.949
124 C 5.137 2.879 -6.067
125 H 2.497 3.516 -6.938
126 H 2.227 4.291 -5.369
127 H 4.509 4.887 -6.746
128 H 4.555 4.659 -5.000
129 H 5.278 2.574 -7.105
130 H 6.097 2.935 -5.564
131 O -4.485 2.643 8.645
132 C -3.343 2.922 8.870
133 O -2.354 1.998 8.884
134 C -1.112 2.604 9.291
135 C -1.278 4.088 8.993
136 C -2.778 4.286 9.213
137 H -0.965 2.406 10.354
138 H -0.297 2.149 8.733
139 H -0.649 4.722 9.613
140 H -1.031 4.287 7.950
141 H -3.015 4.507 10.254
142 H -3.201 5.049 8.566
143 O 1.222 5.631 -7.916
144 C 0.252 5.094 -8.363
145 O -0.984 5.634 -8.282
146 C -1.964 4.722 -8.809
147 C -1.188 3.793 -9.733
148 C 0.178 3.742 -9.050
149 H -2.423 4.189 -7.973
150 H -2.732 5.290 -9.327
151 H -1.661 2.822 -9.862
152 H -1.087 4.251 -10.718
153 H 0.228 2.960 -8.289
154 H 0.996 3.626 -9.756

Mulliken atomic charge list, values in e, 2 entries: -1.388 0.381

---

Here is a 2-piece molecular cluster, C6H5N3O4 overall at a distorted geometry from the OMol25 dataset. Energies are from ωB97M-V with the def2-TZVPD basis set.

Computed properties:
HOMO level, eV: -0.13
Energy, eV: -18959.8835
Energy relative to the best compared isomer or geometry (same formula, charge and spin), kJ/mol: 162.2
Total charge: -2
E_LUMO, Ha: 0.213

Geometry (Å):
1 C -3.048 1.229 0.440
2 C -1.797 0.942 0.052
3 C -0.573 1.526 0.307
4 C -1.641 -3.364 0.075
5 C 2.799 0.194 -0.186
6 C 1.814 1.356 -0.306
7 N -4.149 1.552 0.660
8 N -1.615 -1.852 0.107
9 N -1.859 -1.024 -0.711
10 O -0.620 -3.849 -0.419
11 O -0.202 2.621 0.813
12 O -2.644 -3.815 0.630
13 O 0.577 0.784 -0.233
14 H 3.016 -0.105 0.942
15 H 2.430 -0.645 -0.856
16 H 3.839 0.419 -0.457
17 H 1.895 1.899 -1.329
18 H 1.778 2.132 0.471

Mulliken atomic charge list, values in e, 2 entries: 0.597 -0.435

---

- Which value of total charge does entry 3 give?
  -2

---

Copy entry 1 word for word.
Here is C27H29BBr2Cl2N7O2Ti as an isolated structure from the OMol25 dataset. Energies are from ωB97M-V with the def2-TZVPD basis set.

Computed properties:
HOMO level (alpha / beta), eV: -2.46 / -2.49
Energy, eV: -231926.5214
Energy relative to the best compared isomer or geometry (same formula, charge and spin), kJ/mol: 13.6
Total charge: -1
E_LUMO (alpha / beta), Ha: 0.076 / 0.076

Geometry (Å):
1 Ti -0.792 0.234 -1.139
2 C -2.428 -1.374 1.661
3 C -1.165 -0.648 1.971
4 C -0.555 -0.488 3.223
5 C 0.608 0.214 2.978
6 C 1.669 0.649 3.935
7 N 0.663 0.460 1.658
8 N -0.426 -0.061 1.035
9 B 1.767 1.157 0.835
10 N 2.257 0.156 -0.238
11 N 1.403 -0.344 -1.169
12 C 2.091 -1.220 -1.900
13 C 1.480 -2.009 -3.009
14 C 3.413 -1.277 -1.443
15 C 3.475 -0.389 -0.387
16 C 4.635 -0.049 0.490
17 N 1.187 2.398 0.149
18 N 0.211 2.258 -0.784
19 C -0.107 3.480 -1.200
20 C -1.123 3.758 -2.255
21 C 0.677 4.425 -0.519
22 C 1.486 3.696 0.328
23 C 2.521 4.174 1.293
24 H -2.836 -1.803 2.577
25 H -2.235 -2.171 0.945
26 H -3.175 -0.708 1.230
27 H -0.912 -0.846 4.174
28 H 1.380 0.358 4.944
29 H 1.809 1.730 3.913
30 H 2.631 0.188 3.705
31 H 2.672 1.464 1.553
32 H 0.422 -2.190 -2.828
33 H 1.999 -2.964 -3.108
34 H 1.546 -1.464 -3.950
35 H 4.213 -1.892 -1.821
36 H 5.500 -0.634 0.182
37 H 4.421 -0.279 1.535
38 H 4.887 1.010 0.427
39 H -2.059 3.250 -2.039
40 H -0.774 3.396 -3.222
41 H -1.303 4.832 -2.311
42 H 0.652 5.496 -0.633
43 H 2.578 5.261 1.245
44 H 3.506 3.767 1.060
45 H 2.281 3.887 2.318
46 Cl -8.098 0.225 -1.318
47 C -6.378 0.505 -1.134
48 C -5.952 1.738 -0.643
49 C -4.589 1.946 -0.513
50 Cl -4.043 3.481 0.112
51 C -3.629 0.987 -0.849
52 O -2.345 1.256 -0.737
53 C -4.098 -0.285 -1.318
54 C -3.197 -1.323 -1.606
55 O -1.906 -1.228 -1.420
56 C -5.494 -0.486 -1.464
57 H -6.657 2.511 -0.375
58 H -3.581 -2.270 -1.977
59 H -5.854 -1.439 -1.830
60 Br 3.993 -3.406 1.964
61 C 2.411 -3.770 0.980
62 C 2.291 -4.933 0.243
63 C 1.113 -5.123 -0.465
64 C 0.130 -4.145 -0.403
65 N 0.259 -3.031 0.309
66 C 1.379 -2.846 0.995
67 H 3.089 -5.662 0.219
68 H 0.966 -6.011 -1.065
69 H -0.792 -4.247 -0.965
70 H 1.462 -1.925 1.562
71 Br -0.632 0.594 -3.709

Mulliken atomic charge list, values in e, 2 entries: -0.131 -1.236

---

- What is the energy in the first record?
  -231926.5214 eV